# 1
Formula: C19H34F6MgOP2
Source: OMol25
Level of theory: ωB97M-V/def2-TZVPD

Cartesian coordinates (Å):
P 1.830 -0.906 0.784
P 0.616 1.568 -2.560
Mg -1.248 -0.290 0.919
F 2.697 0.616 3.383
F 2.061 4.658 2.777
F 0.969 1.252 4.591
F 0.233 4.424 1.580
F 2.703 2.551 4.394
F 0.172 4.205 3.737
O 0.223 1.617 1.876
C -2.753 -0.498 -0.788
C 0.493 -1.169 2.227
C 1.480 2.938 -1.795
C -1.007 1.865 -1.819
C 1.566 0.107 -1.945
C -1.869 -1.208 -1.565
C -1.807 -2.693 -1.712
C 0.906 3.925 2.651
C -3.964 -1.251 -0.282
C 1.886 1.706 3.719
C -1.075 -2.868 0.775
C 2.399 -2.655 0.550
C -2.158 -2.114 1.213
C 2.400 2.493 1.450
C 0.555 1.496 -4.313
C 0.997 -0.921 -0.897
C -3.529 -2.385 0.642
C 1.204 2.319 2.380
C -1.090 -3.491 -0.596
H 0.971 -1.995 -1.231
H -2.231 -1.660 2.202
H -4.268 -2.516 1.447
H -2.838 -3.067 -1.762
H 3.327 -2.709 1.121
H -1.580 -4.475 -0.558
H 0.879 2.447 -4.741
H -1.771 1.451 -2.500
H 2.488 3.171 -2.152
H -1.299 -2.944 -2.665
H -2.891 0.588 -0.746
H 1.619 -3.306 0.947
H -0.516 -3.462 1.503
H 0.849 3.831 -1.897
H 1.178 -0.823 3.001
H -1.178 2.959 -1.720
H -4.565 -1.659 -1.122
H -3.463 -3.312 0.077
H 2.147 3.219 0.681
H 3.313 2.868 1.927
H 1.200 0.675 -4.656
H -1.078 -0.711 -2.126
H 2.622 1.556 0.943
H -0.479 -0.720 2.607
H 1.942 -0.523 -2.780
H -4.628 -0.591 0.290
H -1.151 1.479 -0.787
H 1.474 2.716 -0.730
H -0.072 -3.791 -0.893
H 2.610 -2.922 -0.496
H -0.029 -0.579 -0.691
H -0.477 1.297 -4.616
H 2.531 0.480 -1.541
H 0.476 -2.261 2.291

## Properties
Relative energy (zero: lowest compared OMol25 entry of this formula, charge and spin): 68.7 kcal/mol
HOMO energy (spin up / spin down): -4.54 / -4.32 eV
Charge: 0
E_LUMO (spin up / spin down): -0.27 / -0.22 eV



# 2
Formula: C19H34MnN3O5P2
Source: OMol25
Level of theory: ωB97M-V/def2-TZVPD

Cartesian coordinates (Å):
Mn 0.139 0.285 -0.785
P 1.217 2.028 0.137
P -0.383 -1.211 -2.527
O -4.932 -0.755 2.657
O 3.239 2.975 -3.292
O -3.045 0.564 -1.219
O -0.190 -0.985 1.936
O 0.702 2.648 -3.713
N -3.913 -0.161 0.758
N 2.008 -0.590 -0.923
N -1.601 -0.061 0.467
C -2.850 0.155 -0.070
C 0.977 3.777 -0.271
C 2.167 -1.778 -1.538
C -2.498 1.650 3.467
C -3.876 -0.592 2.057
C -2.281 0.196 3.835
C 0.933 -2.453 -2.089
C 3.114 0.210 -0.642
C 0.020 -0.848 -4.262
C 2.890 1.561 -0.286
C -2.489 -0.826 2.685
C 4.558 -1.650 -1.261
C 1.214 1.988 1.982
C -1.348 -2.598 4.190
C 4.418 -0.353 -0.797
C -1.892 -2.218 -2.583
C -1.366 -0.637 1.663
C 3.428 -2.377 -1.649
C -2.495 -2.275 3.257
H 0.480 1.995 -4.427
H -1.415 -1.999 5.102
H 3.480 -3.384 -2.050
H 0.507 -3.154 -1.356
H -2.101 -2.639 -1.592
H -4.830 0.012 0.352
H 4.035 3.436 -3.603
H 1.170 -3.040 -2.984
H 0.988 -0.339 -4.325
H -1.819 1.986 2.674
H -3.527 1.830 3.134
H -2.731 -1.579 -2.884
H -2.974 -0.098 4.637
H -2.528 -2.966 2.406
H -0.763 -0.206 -4.680
H -0.406 -2.386 3.683
H 3.448 2.578 -2.423
H 0.288 2.418 2.386
H 5.266 0.272 -0.512
H -1.264 0.062 4.226
H 3.752 2.217 -0.119
H 0.953 3.877 -1.360
H 5.550 -2.112 -1.327
H 0.062 -1.780 -4.833
H 1.296 0.945 2.317
H -3.445 -2.418 3.793
H 1.692 2.771 -3.774
H 0.571 1.388 -1.851
H -2.311 2.263 4.359
H 2.064 2.555 2.390
H -1.374 -3.654 4.475
H 1.781 4.390 0.152
H -1.779 -3.033 -3.305
H 0.019 4.121 0.138

## Properties
Spin multiplicity: 6
HOMO energy (spin up / spin down): -11.60 / -11.88 eV
Charge: +1
E_LUMO (spin up / spin down): -3.11 / -5.50 eV



# 3
Formula: C19H34N5O6
Source: OMol25
Level of theory: ωB97M-V/def2-TZVPD

Cartesian coordinates (Å):
O -5.447 0.918 -0.902
O 1.836 -1.933 4.203
O -1.053 -4.518 1.371
O 0.057 2.288 -4.996
O 2.188 2.456 -4.286
O -5.645 2.355 0.825
N 1.734 -0.119 1.521
N 1.416 0.226 4.686
N 2.292 -5.572 0.413
N 0.310 -0.521 -0.339
N 1.680 -2.206 0.563
C 0.882 -3.099 1.499
C 1.964 1.569 4.431
C 1.028 -5.584 1.182
C -5.363 3.296 -1.312
C 1.256 -0.902 0.602
C 1.733 0.773 -5.874
C -5.736 3.785 0.972
C -0.049 0.212 4.710
C 1.185 1.898 -5.020
C 2.723 -0.514 2.543
C 1.958 -0.788 3.865
C 0.424 0.880 -0.804
C -5.055 4.355 -0.261
C -0.726 1.119 -1.701
C 3.441 1.835 -4.623
C -1.757 1.273 -2.290
C -5.471 2.039 -0.481
C 3.071 0.481 -5.206
C 0.232 -4.330 0.785
H 1.070 -0.087 -5.853
H 2.929 -0.244 -4.401
H -1.702 -3.964 0.923
H 3.032 1.575 4.212
H -6.319 3.480 -1.806
H -4.564 3.212 -2.044
H 3.395 0.347 2.656
H 0.166 -4.230 -0.311
H 3.961 2.470 -5.342
H -3.976 4.407 -0.098
H -5.242 4.086 1.894
H 1.556 -2.548 -0.385
H 2.059 -5.330 -0.543
H 1.349 2.074 3.661
H 1.830 2.156 5.351
H 0.103 -2.494 1.979
H 0.431 -6.499 1.040
H 2.692 -6.500 0.470
H 1.366 1.101 -1.312
H 3.826 0.085 -5.884
H 3.342 -1.356 2.236
H -0.380 0.429 5.736
H 1.419 0.843 1.576
H 1.588 -3.494 2.232
H -6.790 4.061 1.031
H -2.703 1.015 -2.725
H -0.467 -0.763 4.443
H 4.052 1.745 -3.726
H 0.279 1.577 0.043
H -0.510 0.984 4.069
H -5.402 5.353 -0.522
H -0.636 -0.734 -0.030
H 1.281 -5.563 2.252
H 1.857 1.135 -6.895

## Properties
HOMO energy: -12.13 eV
Charge: +1
E_LUMO: -3.47 eV



- Which formula does entry 1 have?
  C19H34F6MgOP2